C4H5NOS2 | wB97M-V/def2-TZVPD

Geometry (Å):
C: -1.337 2.223 0.742
C: -0.023 1.680 0.232
C: -0.213 0.176 0.040
C: 1.348 -3.170 -0.860
H: -2.179 1.908 0.128
H: -1.307 3.300 0.940
H: -1.531 1.826 1.723
H: 0.806 -4.095 -1.004
H: 2.486 -3.172 -0.929
N: 0.632 -2.166 -0.585
O: -1.273 -0.388 0.194
S: 1.262 2.508 -0.233
S: 1.328 -0.630 -0.388

Forces on atoms 1 to 2 (eV/Å):
0.6111 1.0942 0.5110
-1.9946 -0.1374 -0.1797

Values from the calculation:
Energy above the lowest of the compared OMol25 structures with the same formula, charge and spin in kJ/mol: 176.78
Electronic energy in hartree: -1081.7259
Kohn-Sham gap in eV: 7.719
LUMO level in Eh: -0.047
Charge: 0
HOMO energy in eV: -9.0